Here is an isolated molecule of C19H20O6 from the OMol25 dataset. Energies are from wB97M-V/def2-TZVPD.

Computed properties:
Gap between HOMO and LUMO (eV): 9.266
ΔE to the lowest compared entry with this formula, charge and spin (kcal per mole): 18.50
SMILES: CC1=C[C@H](O/C=C2/C(=O)O[C@@H]3C4=C(C[C@H]23)C(=O)CCC4(C)C)OC1=O
E_tot (a.u.): -1187.4153

Last column: Löwdin charge in e.
CARTESIAN COORDINATES (ANGSTROEM)
1 C 0.433 -0.300 6.317  -0.016
2 C -0.562 -0.825 5.287  -0.160
3 C -0.349 -1.454 4.113  0.071
4 C -1.646 -1.774 3.510  -0.282
5 O -1.689 -1.186 2.181  0.012
6 C -2.321 -1.912 1.198  0.028
7 C -2.356 -1.434 -0.125  -0.067
8 C -2.882 -2.137 -1.245  -0.440
9 O -3.599 -3.118 -1.055  0.097
10 O -2.540 -1.591 -2.438  0.092
11 C -1.949 -0.291 -2.178  -0.163
12 C -0.565 -0.082 -2.757  -0.029
13 C 0.343 0.164 -1.751  -0.057
14 C -0.317 0.086 -0.386  -0.067
15 C -1.800 -0.131 -0.646  -0.171
16 C 1.758 0.390 -2.040  -0.336
17 O 2.579 0.463 -1.114  0.070
18 C 2.274 0.394 -3.453  -0.090
19 C 1.106 0.694 -4.455  -0.118
20 C -0.215 -0.136 -4.220  -0.482
21 C -1.335 0.509 -5.019  -0.043
22 C 0.022 -1.595 -4.698  -0.016
23 O -2.631 -1.134 4.324  0.121
24 C -2.004 -0.695 5.440  -0.424
25 O -2.508 -0.289 6.481  0.127
26 H 1.391 -0.858 6.245  0.088
27 H 0.615 0.792 6.209  0.099
28 H 0.081 -0.495 7.332  0.080
29 H 0.612 -1.707 3.590  0.159
30 H -1.784 -2.841 3.518  0.168
31 H -2.823 -2.840 1.381  0.136
32 H -2.656 0.501 -2.470  0.165
33 H 0.141 -0.724 0.235  0.137
34 H -0.107 1.060 0.109  0.139
35 H -2.360 0.692 -0.238  0.153
36 H 3.040 1.168 -3.505  0.121
37 H 2.786 -0.561 -3.709  0.133
38 H 1.482 0.606 -5.476  0.115
39 H 0.905 1.759 -4.345  0.117
40 H -2.243 -0.185 -4.978  0.118
41 H -1.058 0.538 -6.050  0.077
42 H -1.592 1.484 -4.687  0.078
43 H -0.903 -2.205 -4.558  0.097
44 H 0.283 -1.663 -5.765  0.091
45 H 0.846 -2.014 -4.146  0.075

Here is an isolated molecule of C7H13N from the OMol25 dataset. Energies are from wB97M-V/def2-TZVPD.

Computed properties:
Gap between HOMO and LUMO (eV): 9.948
ΔE to the lowest compared entry with this formula, charge and spin (kcal per mole): 15.22
SMILES: [H]/N=C(/C)C(C)=C(C)C
E_tot (a.u.): -329.2472

Last column: Löwdin charge in e.
CARTESIAN COORDINATES (ANGSTROEM)
1 H -1.334 1.221 1.893  0.062
2 N -1.973 1.017 1.125  0.141
3 C -1.503 0.258 0.236  -0.418
4 C -2.361 -0.103 -0.938  -0.042
5 C -0.090 -0.404 0.265  -0.224
6 C -0.122 -1.876 0.557  -0.054
7 C 0.960 0.351 0.009  -0.293
8 C 0.955 1.813 -0.305  -0.056
9 C 2.397 -0.278 0.035  -0.035
10 H -1.895 0.265 -1.852  0.084
11 H -3.347 0.343 -0.827  0.077
12 H -2.455 -1.184 -1.024  0.075
13 H -1.120 -2.175 0.870  0.078
14 H 0.574 -2.127 1.357  0.079
15 H 0.152 -2.454 -0.326  0.088
16 H 1.526 2.361 0.445  0.084
17 H 1.432 1.986 -1.270  0.082
18 H -0.053 2.217 -0.336  0.069
19 H 2.405 -1.323 0.327  0.056
20 H 2.828 -0.197 -0.963  0.076
21 H 3.024 0.291 0.720  0.074

Here is a cluster of 2 separate species, C20H22BCl2F2I2NO7 in total from the OMol25 dataset. Energies are from wB97M-V/def2-TZVPD.

Computed properties:
Gap between HOMO and LUMO (eV): 4.919
E_tot (a.u.): -3097.0839

Last column: Löwdin charge in e.
CARTESIAN COORDINATES (ANGSTROEM)
1 C 4.203 3.000 0.273  -0.072
2 C 4.168 1.568 0.938  -0.242
3 O 3.835 0.508 0.016  -0.155
4 C 2.425 0.544 -0.232  -0.221
5 C 2.032 -0.826 -0.905  -0.160
6 O 0.697 -0.873 -1.447  -0.132
7 C 0.441 0.076 -2.456  -0.736
8 I 1.986 0.653 -3.859  1.069
9 C -0.781 -0.624 -3.221  -0.061
10 N -1.743 0.163 -3.599  -0.429
11 I -3.448 -0.505 -4.552  1.042
12 C -1.343 1.548 -3.217  -0.328
13 C -2.386 2.693 -3.152  -0.585
14 Cl -4.100 2.467 -2.633  0.629
15 C -2.048 3.973 -3.480  -0.637
16 C -3.084 5.159 -3.453  -0.127
17 Cl -0.381 4.430 -3.974  0.664
18 C -0.370 1.370 -2.003  -0.226
19 C -0.951 1.375 -0.554  -0.149
20 O -1.814 0.268 -0.295  -0.081
21 C -1.763 -0.111 1.059  -0.244
22 C -1.712 0.843 2.172  -0.042
23 C -1.666 0.440 3.577  -0.065
24 C -1.706 -1.005 3.843  -0.066
25 C -1.771 -2.000 2.773  -0.038
26 C -1.785 -1.542 1.387  0.009
27 H 4.006 3.748 1.089  0.083
28 H 5.203 3.123 -0.211  0.078
29 H 3.416 3.161 -0.507  0.061
30 H 5.202 1.359 1.324  0.127
31 H 3.472 1.521 1.825  0.122
32 H 1.871 0.581 0.757  0.136
33 H 2.109 1.456 -0.805  0.084
34 H 2.821 -1.196 -1.624  0.116
35 H 2.044 -1.583 -0.069  0.157
36 H -0.744 -1.738 -3.352  0.168
37 H -0.723 1.860 -4.113  0.096
38 H -3.746 5.089 -4.352  0.094
39 H -2.509 6.120 -3.529  0.072
40 H -3.643 5.198 -2.486  0.074
41 H 0.385 2.202 -2.016  0.112
42 H -0.107 1.479 0.177  0.126
43 H -1.567 2.324 -0.463  0.143
44 H -1.684 1.934 1.915  0.099
45 H -1.632 1.188 4.400  0.098
46 H -1.682 -1.326 4.908  0.103
47 H -1.817 -3.072 3.068  0.098
48 H -1.815 -2.282 0.552  0.113
49 B 0.129 -6.697 2.432  -1.025
50 O 1.211 -7.049 3.379  0.219
51 C 1.263 -6.102 4.306  -0.417
52 O 2.037 -6.085 5.229  0.133
53 C 0.219 -5.077 4.019  -0.413
54 O -0.005 -4.082 4.664  0.115
55 O -0.445 -5.421 2.925  0.200
56 F -0.862 -7.705 2.423  0.111
57 F 0.656 -6.521 1.127  0.101

Here is a structure of composition C33H43N5NiP2 from the OMol25 dataset. Energies are from wB97M-V/def2-TZVPD.

Computed properties:
Gap between HOMO and LUMO (alpha / beta) (eV): 6.919 / 4.543
2S+1: 3
ΔE to the lowest compared entry with this formula, charge and spin (kcal per mole): 21.35
E_tot (a.u.): -3747.7929

Last column: Mulliken spin population.
CARTESIAN COORDINATES (ANGSTROEM)
1 Ni -0.743 -2.294 -1.670  0.941
2 C -0.761 3.212 -1.575  -0.002
3 C -1.261 2.271 -2.389  0.013
4 C -0.548 1.544 -3.506  -0.007
5 C 0.769 0.740 -3.246  -0.064
6 C 2.019 1.538 -3.312  -0.004
7 C 2.116 2.833 -2.980  0.001
8 C 1.140 3.944 -3.189  0.000
9 C 0.299 4.229 -1.936  0.000
10 C 1.032 -2.919 -1.354  0.037
11 H -1.184 3.319 -0.559  -0.003
12 H -2.276 1.906 -2.147  0.000
13 H -0.401 2.167 -4.400  0.000
14 H -1.294 0.796 -3.819  -0.001
15 H 0.636 0.222 -2.287  0.033
16 H 0.846 -0.067 -3.976  0.037
17 H 2.958 1.000 -3.561  0.000
18 H 3.031 3.217 -2.506  0.000
19 H 0.478 3.808 -4.044  0.000
20 H 1.721 4.865 -3.380  0.000
21 H 0.984 4.337 -1.077  0.000
22 H -0.172 5.218 -2.064  0.000
23 H 1.179 -3.166 -0.285  0.004
24 H 1.645 -2.044 -1.635  -0.010
25 H 1.324 -3.796 -1.966  0.006
26 P 1.423 -1.032 -6.446  0.003
27 P -2.272 -0.545 -6.136  -0.004
28 N 2.713 0.062 -6.889  0.000
29 N 1.989 -2.211 -7.739  0.000
30 N -2.391 1.137 -6.594  0.002
31 N -3.671 -0.965 -7.212  -0.001
32 C 0.212 -0.187 -7.537  -0.001
33 C -1.085 -0.998 -7.510  0.000
34 C 3.858 0.224 -6.108  0.000
35 C 4.744 1.035 -6.794  0.000
36 C 4.160 1.325 -8.071  0.000
37 C 2.926 0.702 -8.119  0.000
38 C 2.331 -3.503 -7.352  0.000
39 C 2.667 -4.238 -8.474  0.000
40 C 2.576 -3.369 -9.601  0.000
41 C 2.157 -2.130 -9.122  0.000
42 C -2.723 2.212 -5.767  0.001
43 C -2.519 3.396 -6.448  0.000
44 C -1.929 3.062 -7.703  0.000
45 C -1.965 1.682 -7.813  0.000
46 C -4.325 -0.312 -8.265  0.000
47 C -5.311 -1.146 -8.779  0.000
48 C -5.196 -2.398 -8.088  0.000
49 C -4.164 -2.275 -7.177  0.000
50 H 0.522 -0.077 -8.599  0.001
51 H 0.103 0.834 -7.130  0.000
52 H -1.580 -0.958 -8.502  -0.001
53 H -0.891 -2.077 -7.345  0.000
54 H 3.909 -0.262 -5.144  0.000
55 H 5.688 1.400 -6.421  0.000
56 H 4.565 1.922 -8.869  0.000
57 H 2.200 0.676 -8.925  0.000
58 H 2.301 -3.758 -6.311  0.000
59 H 2.922 -5.279 -8.473  0.000
60 H 2.776 -3.625 -10.628  0.000
61 H 1.985 -1.224 -9.680  0.000
62 H -3.092 2.043 -4.777  0.000
63 H -2.784 4.370 -6.083  0.000
64 H -1.466 3.725 -8.415  0.000
65 H -1.675 1.064 -8.650  0.000
66 H -4.019 0.663 -8.600  0.000
67 H -6.027 -0.874 -9.540  0.000
68 H -5.803 -3.271 -8.258  0.000
69 H -3.718 -3.008 -6.530  0.000
70 C 1.351 0.245 0.222  0.056
71 C -0.045 -0.076 0.531  0.319
72 C -0.723 0.574 1.563  0.088
73 C -2.008 0.035 1.642  0.155
74 C -2.075 -0.969 0.666  0.343
75 C -3.197 -1.872 0.462  0.015
76 N -0.892 -1.017 -0.055  -0.055
77 H 1.397 0.982 -0.579  0.029
78 H 1.986 -0.606 -0.004  0.011
79 H 1.798 0.742 1.093  0.008
80 H -0.302 1.373 2.132  0.001
81 H -2.796 0.325 2.312  0.002
82 H -3.419 -2.451 1.355  0.025
83 H -4.104 -1.317 0.243  0.024
84 H -3.046 -2.576 -0.339  -0.002

The highest E_tot belongs to which entry? C7H13N

Number 2 is which compound? C7H13N